DFT (ωB97M-V/def2-TZVPD) results for a molecular structure, C47H64BIN2PPt.

Positions of all 117 atoms, in Å:
1 Pt 0.851 0.618 0.587
2 C 4.406 2.982 1.274
3 C 4.549 1.469 1.139
4 P 3.210 0.612 0.199
5 C 3.933 -1.074 0.113
6 C 5.236 -1.337 -0.635
7 C 3.321 1.385 -1.469
8 C 4.674 1.604 -2.141
9 H 5.301 3.412 1.729
10 H 3.556 3.247 1.903
11 H 4.263 3.465 0.305
12 H 4.550 1.005 2.130
13 H 5.510 1.221 0.680
14 H 3.139 -1.705 -0.284
15 H 4.025 -1.365 1.165
16 H 5.091 -1.282 -1.713
17 H 5.597 -2.343 -0.409
18 H 6.030 -0.638 -0.365
19 H 2.820 2.348 -1.331
20 H 2.641 0.818 -2.112
21 H 5.392 2.081 -1.471
22 H 4.554 2.256 -3.009
23 H 5.117 0.674 -2.492
24 I -0.545 3.794 1.614
25 C 0.841 2.690 0.330
26 H 0.619 3.087 -0.659
27 H 1.773 3.148 0.655
28 C -1.011 4.568 -2.185
29 C -1.513 3.126 -2.152
30 C -2.915 3.072 -2.772
31 C -0.614 2.132 -2.863
32 C 0.156 2.555 -3.940
33 C 0.880 1.652 -4.704
34 C 0.832 0.309 -4.393
35 C 0.098 -0.154 -3.301
36 C 0.064 -1.638 -3.014
37 C -0.790 -2.372 -4.050
38 C 1.467 -2.237 -2.958
39 C -0.615 0.763 -2.523
40 N -1.399 0.322 -1.415
41 B -1.132 0.495 0.023
42 N -2.467 0.259 0.606
43 C -3.327 -0.183 -0.412
44 C -2.702 -0.149 -1.599
45 C -3.074 0.710 1.826
46 C -3.955 1.809 1.784
47 C -4.607 2.195 2.951
48 C -4.387 1.542 4.148
49 C -3.495 0.487 4.186
50 C -2.833 0.054 3.042
51 C -1.920 -1.149 3.107
52 C -1.259 -1.338 4.470
53 C -2.695 -2.410 2.712
54 C -4.209 2.626 0.529
55 C -4.092 4.131 0.793
56 C -5.591 2.347 -0.074
57 H -1.612 5.174 -1.505
58 H -1.102 5.003 -3.185
59 H 0.030 4.652 -1.871
60 H -1.585 2.826 -1.104
61 H -2.866 3.361 -3.826
62 H -3.586 3.766 -2.261
63 H -3.346 2.074 -2.709
64 H 0.178 3.605 -4.199
65 H 1.466 1.999 -5.548
66 H 1.378 -0.401 -5.004
67 H -0.397 -1.771 -2.036
68 H -0.359 -2.273 -5.051
69 H -1.805 -1.971 -4.082
70 H -0.847 -3.435 -3.806
71 H 1.991 -2.121 -3.910
72 H 1.416 -3.303 -2.734
73 H 2.059 -1.753 -2.179
74 H -4.330 -0.506 -0.189
75 H -3.080 -0.427 -2.570
76 H -5.287 3.038 2.922
77 H -4.896 1.862 5.049
78 H -3.308 -0.016 5.126
79 H -1.127 -0.987 2.378
80 H -1.983 -1.630 5.236
81 H -0.760 -0.424 4.797
82 H -0.510 -2.127 4.411
83 H -3.490 -2.607 3.438
84 H -2.029 -3.276 2.682
85 H -3.155 -2.299 1.728
86 H -3.447 2.355 -0.201
87 H -4.944 4.501 1.368
88 H -4.083 4.675 -0.154
89 H -3.177 4.374 1.332
90 H -6.372 2.638 0.633
91 H -5.734 1.297 -0.320
92 H -5.729 2.930 -0.988
93 C 1.246 -5.960 -1.452
94 C 2.152 -5.253 -0.663
95 C 1.785 -4.080 -0.036
96 C 0.472 -3.555 -0.171
97 C -0.437 -4.304 -0.967
98 C -0.056 -5.470 -1.592
99 C 0.044 -2.366 0.451
100 C 0.825 -1.388 1.187
101 C 1.404 -1.755 2.442
102 C 2.063 -0.806 3.275
103 C 2.655 -1.170 4.466
104 C 2.624 -2.493 4.909
105 C 1.959 -3.439 4.134
106 C 1.358 -3.086 2.941
107 H 1.542 -6.879 -1.941
108 H 3.162 -5.628 -0.539
109 H 2.499 -3.552 0.581
110 H -1.447 -3.923 -1.088
111 H -0.773 -6.010 -2.200
112 H -1.008 -2.121 0.307
113 H 2.060 0.233 2.968
114 H 3.135 -0.409 5.073
115 H 3.091 -2.774 5.845
116 H 1.901 -4.469 4.471
117 H 0.830 -3.843 2.376

Spin multiplicity: 3
Total charge: -1
DFT total energy, a.u.: -2722.1856
⟨S²⟩: 2.06
Max |F|, eV/A: 0.33
Frontier orbital gap (alpha / beta), eV: 5.400 / 6.635
Energy above the lowest of the compared OMol25 structures with the same formula, charge and spin, kcal/mol: 4.7